[1]
DFT (the ωB97M-V functional and the def2-TZVPD basis) results for a 3-piece molecular cluster, C3H11NO3 overall at a distorted geometry.

Structure (XYZ):
```
18
Properties=species:S:1:pos:R:3:mulliken_charge:R:1
C -1.841 -0.364 -1.683 -0.94
C -1.434 -0.181 -0.089 -0.34
C 0.076 -0.325 -0.177 0.39
N 0.540 -1.322 0.687 -0.32
O 0.809 0.440 -0.784 -0.55
H -2.975 -0.283 -1.785 0.31
H -1.365 0.459 -2.342 0.26
H -1.751 -1.493 -2.074 0.26
H -1.965 -1.099 0.425 0.18
H -1.791 0.734 0.394 0.31
H 1.417 -1.102 1.179 0.20
H 0.207 -2.290 0.731 0.24
H 2.459 6.114 -0.993 0.33
H 3.072 6.519 0.418 0.31
O 3.168 5.948 -0.321 -0.64
H 0.484 -4.320 2.787 0.31
H 0.860 -3.541 1.569 0.33
O 0.031 -3.895 2.058 -0.64
```

Results
ΔE to the lowest compared entry with this formula, charge and spin ... 2.2497 eV
Frontier orbital gap ... 10.4 eV
Largest force on an atom ... 4.422 eV/A
Net charge ... 0
SMILES string ... CCC(N)=O.O.O

[2]
DFT (the ωB97M-V functional and the def2-TZVPD basis) results for a 7-piece molecular cluster, C4H21NO8S overall at a distorted geometry.

Structure (XYZ):
```
35
Properties=species:S:1:pos:R:3:lowdin_spin:R:1
O 0.998 -1.691 -1.144 0.00
C 0.559 -0.896 -0.333 0.00
N 0.382 -1.351 0.960 0.00
C -0.124 -0.440 2.040 0.00
O -1.122 -1.165 2.786 0.00
C 0.161 0.473 -0.497 0.02
C 1.229 1.515 -0.008 0.09
S 1.685 2.472 -1.581 0.80
H 0.640 -2.299 1.138 0.00
H -0.843 0.314 1.434 0.00
H 0.739 -0.017 2.541 0.00
H -0.830 -2.017 2.955 0.00
H -0.693 0.849 -0.052 0.00
H -0.117 0.519 -1.506 0.00
H 0.754 2.414 0.563 0.02
H 1.944 1.149 0.637 0.01
H 1.335 1.592 -2.582 0.03
H -3.566 -2.138 -1.215 0.00
H -2.327 -3.217 -1.308 0.00
O -2.734 -2.399 -0.939 0.00
H -1.920 0.556 -2.775 0.00
H -1.154 -0.029 -3.947 0.00
O -1.281 0.804 -3.457 0.00
H 2.791 -0.517 -3.306 0.00
H 2.052 -1.322 -2.434 0.00
O 2.627 -1.405 -3.075 0.00
H -2.745 2.065 2.420 0.00
H -2.511 0.430 2.531 0.00
O -2.633 1.239 2.016 0.00
H 3.603 -1.193 1.724 0.00
H 3.300 -2.412 0.819 0.00
O 3.025 -1.473 0.971 0.00
H -1.343 2.499 1.811 0.00
H -0.938 3.734 1.019 0.00
O -0.943 3.356 1.793 0.01
```

Results
ΔE to the lowest compared entry with this formula, charge and spin ... 3.5830 eV
<S²> ... 0.753
Frontier orbital gap (spin up / spin down) ... 9.2 / 4.2 eV
Largest force on an atom ... 7.343 eV/A
Net charge ... +1
2S+1 ... 2

[3]
DFT (the ωB97M-V functional and the def2-TZVPD basis) results for one molecule with the formula C4H5NO2.

Structure (XYZ):
```
12
Properties=species:S:1:pos:R:3:mulliken_charge:R:1
O 0.980 2.216 -0.606 -0.47
C 0.004 1.516 -0.712 -0.09
C 0.069 -0.007 -0.717 0.27
C 0.947 -0.599 0.390 -0.53
N -0.001 -0.863 1.478 -0.48
C -1.142 -0.826 0.934 0.04
O -1.241 -0.499 -0.386 -0.40
H -1.019 1.933 -0.824 0.33
H 0.357 -0.348 -1.715 0.34
H 1.378 -1.557 0.075 0.27
H 1.762 0.074 0.668 0.33
H -2.093 -1.040 1.415 0.38
```

Results
ΔE to the lowest compared entry with this formula, charge and spin ... 1.2505 eV
Frontier orbital gap ... 10.6 eV
Largest force on an atom ... 0.546 eV/A
Net charge ... 0
SMILES string ... O=C[C@H]1CN=CO1

[4]
DFT (the ωB97M-V functional and the def2-TZVPD basis) results for C25H31Cl2N4NaO2 as an isolated structure.

Structure (XYZ):
```
65
Properties=species:S:1:pos:R:3:mulliken_charge:R:1
Na -0.277 -1.114 -0.475 0.66
C 2.090 0.843 -1.729 1.03
C 3.139 -0.106 -1.139 -0.89
C 3.056 -0.342 0.371 -1.22
N 1.770 -0.896 0.731 0.38
C 1.618 -1.409 1.903 0.33
C 2.634 -1.400 2.939 -0.96
C 2.852 -2.286 3.967 -0.25
C 2.150 -3.443 4.328 -0.56
C 0.921 -3.837 3.794 -0.29
C 0.072 -3.187 2.924 -0.93
C 0.234 -1.932 2.230 1.13
N -0.741 -1.212 1.782 -0.35
C -2.109 -1.588 2.063 -1.16
C -3.061 -0.463 1.645 -0.56
C -3.091 -0.182 0.122 -1.35
N -2.048 0.741 -0.280 0.13
C -2.196 2.010 -0.140 0.52
C -3.399 2.650 0.345 -0.75
C -3.849 3.944 0.189 -0.46
C -3.282 5.044 -0.458 -0.49
C -1.988 5.084 -0.996 -0.42
C -0.973 4.159 -0.957 -0.74
C -0.930 2.818 -0.400 0.74
N 0.148 2.183 -0.106 -0.27
C 1.453 2.785 -0.157 -1.08
C 2.234 2.337 -1.405 -0.82
H 1.104 0.548 -1.379 -0.88
H 2.093 0.713 -2.815 0.26
H 4.145 0.258 -1.385 0.43
H 3.020 -1.082 -1.621 0.18
H 3.238 0.603 0.906 0.34
H 3.875 -1.015 0.665 0.64
H 3.359 -0.598 2.844 0.27
H 3.734 -2.073 4.569 0.28
H 2.582 -4.071 5.099 0.26
H 0.544 -4.788 4.167 0.29
H -0.873 -3.681 2.729 0.24
H -2.252 -1.814 3.131 0.50
H -2.388 -2.505 1.519 0.35
H -2.745 0.453 2.153 0.37
H -4.070 -0.709 1.996 0.36
H -4.101 0.137 -0.173 0.71
H -2.908 -1.128 -0.403 0.30
H -4.084 1.991 0.865 0.21
H -4.835 4.124 0.614 0.27
H -3.882 5.944 -0.535 0.27
H -1.727 6.020 -1.487 0.26
H -0.039 4.481 -1.404 0.17
H 1.989 2.436 0.733 0.34
H 1.456 3.884 -0.113 0.53
H 3.291 2.604 -1.277 0.39
H 1.861 2.913 -2.258 0.32
C 1.643 -4.094 -1.734 -0.88
O 0.690 -3.138 -1.320 -0.09
C -0.509 -2.936 -2.179 -0.34
O -0.547 -3.656 -3.148 -0.49
H 2.294 -4.301 -0.881 0.24
H 2.255 -3.723 -2.566 0.28
H 1.164 -5.017 -2.070 0.30
Cl -1.524 0.421 -3.221 0.05
C -1.136 0.529 -4.927 -0.48
Cl -1.103 -1.045 -5.753 -0.18
H -0.153 0.974 -5.020 0.23
H -1.889 1.141 -5.409 0.33
```

Results
ΔE to the lowest compared entry with this formula, charge and spin ... 0.3848 eV
Frontier orbital gap ... 4.9 eV
Largest force on an atom ... 0.462 eV/A
Net charge ... -2

- Which of these has the highest largest force on an atom?
  C4H21NO8S

- What is the formula in the first record?
  C3H11NO3